(1)
{
  "formula": "C21H27N3O4",
  "method": "wB97M-V/def2-TZVPD",
  "symbols": ["O", "C", "H", "O", "C", "H", "H", "H", "H", "C", "C", "H", "H", "H", "H", "H", "C", "C", "O", "C", "N", "H", "C", "C", "H", "H", "C", "H", "H", "C", "H", "C", "C", "N", "H", "H", "H", "C", "C", "O", "C", "H", "C", "H", "H", "H", "C", "N", "H", "H", "C", "C", "H", "C", "H"],
  "positions_angstrom": [[0.596, -1.685, -0.298], [-2.661, -0.698, -1.682], [2.748, -1.167, 1.522], [-0.763, -1.577, 1.885], [-1.462, -1.295, 0.745], [-2.456, 2.947, -1.980], [2.828, 3.302, -0.154], [2.050, 1.096, 2.810], [-3.142, -0.453, -2.616], [-0.318, 2.964, -1.759], [0.590, 2.137, 0.170], [-0.112, 3.409, -2.725], [3.306, 1.507, -1.564], [3.641, 2.566, 1.248], [-2.248, -2.333, 3.124], [0.963, -2.615, -2.104], [-0.699, -1.332, -0.448], [-1.613, 2.715, -1.349], [-5.348, -0.005, -1.693], [-4.853, -0.322, -0.632], [3.075, 0.007, -0.160], [3.525, -2.819, -2.728], [2.988, -0.133, 1.278], [-0.690, 1.872, 0.688], [-6.710, -0.109, 0.393], [0.921, 0.202, 1.762], [-1.454, -1.580, 3.110], [-5.298, 0.356, 1.356], [3.995, -0.737, -1.846], [-1.791, 2.169, -0.082], [-1.881, -0.597, 3.336], [1.391, -1.840, -1.452], [-2.804, -0.986, 0.698], [0.752, 2.694, -1.032], [3.943, 0.127, 1.769], [-0.759, -1.038, -2.571], [-5.648, -1.356, 1.073], [1.847, 0.774, 1.780], [-5.681, -0.362, 0.634], [3.344, -3.242, -1.880], [-3.424, -0.681, -0.521], [-3.380, -0.969, 1.608], [-1.320, -1.027, -1.650], [1.457, -0.891, -1.999], [4.701, 1.351, -0.459], [-2.787, 1.994, 0.298], [3.599, 1.310, -0.529], [1.716, 1.932, 0.921], [2.675, -2.825, -0.051], [4.660, -1.407, -0.343], [2.793, -2.294, -1.000], [2.985, 2.374, 0.393], [-0.710, -1.829, 3.865], [3.730, -1.084, -0.840], [-0.805, 1.480, 1.686]],
  "mulliken_charge": [-0.122, -1.266, 0.447, -0.491, 0.231, 0.437, 0.465, 0.340, 0.467, -0.574, 0.406, 0.393, 0.509, 0.400, 0.393, 0.686, 0.962, -0.593, -0.625, 1.071, 0.880, 0.390, -1.130, -0.231, 0.373, -0.512, -1.044, 0.341, 0.545, -0.416, 0.371, -0.910, 0.106, -0.436, 0.387, 0.461, 0.378, 0.094, -1.414, -0.614, -0.365, 0.472, -0.466, 0.402, 0.412, 0.569, -1.028, 0.024, 0.241, 0.182, -0.112, -1.024, 0.262, -1.255, 0.529],
  "smiles": "COc1cc(C(C)=O)ccc1OC[C@@H](O)CN1CCN(c2ccccn2)CC1",
  "total_charge": 0,
  "relative_energy_ev": 2.741,
  "spin_multiplicity": 1
}


(2)
{
  "formula": "C21H27N3O7S2",
  "method": "wB97M-V/def2-TZVPD",
  "symbols": ["C", "C", "C", "H", "C", "C", "C", "H", "H", "N", "O", "O", "C", "H", "H", "O", "H", "C", "C", "C", "H", "C", "H", "H", "O", "H", "C", "C", "H", "H", "H", "N", "H", "S", "H", "H", "H", "H", "S", "H", "C", "C", "H", "O", "H", "C", "C", "C", "H", "C", "H", "C", "H", "O", "N", "H", "C", "H", "O", "H"],
  "positions_angstrom": [[-2.397, -1.005, -5.585], [3.978, 2.733, 5.777], [-0.560, -0.697, 1.188], [5.037, 0.500, 6.408], [0.871, -0.642, 3.093], [-2.920, -1.908, -6.705], [-2.411, -2.636, -1.498], [-2.222, -3.284, -4.394], [3.208, 2.356, 6.446], [3.196, 1.517, 3.814], [-3.939, -3.138, -3.960], [-1.314, -3.053, -4.660], [-1.583, -2.466, -0.394], [2.870, -0.213, 5.745], [-0.305, -1.513, -5.412], [1.239, 3.013, 4.377], [-0.080, 2.511, 2.271], [0.210, -1.377, 2.117], [4.336, 1.692, 4.719], [-1.916, 0.332, -6.158], [0.296, -2.452, 2.089], [-1.964, -0.071, -0.559], [5.526, -0.139, 4.824], [-1.504, 0.952, -5.365], [-2.634, 2.707, -1.096], [-4.205, -0.149, -5.011], [0.754, 0.738, 3.122], [-1.547, 1.149, 0.146], [-2.721, 3.672, -1.047], [-1.107, -1.156, -3.867], [6.398, 2.297, 4.501], [-1.809, 2.381, -0.044], [-3.387, -2.795, -6.287], [1.629, 1.639, 4.397], [-3.656, -1.374, -7.303], [5.268, 3.166, 3.450], [-2.744, 0.865, -6.620], [-2.609, -3.616, -1.901], [-4.063, -1.769, -3.516], [1.473, -1.133, 3.842], [-0.671, 0.708, 1.235], [-2.991, -1.539, -2.105], [3.290, 0.647, 3.306], [1.468, 0.939, 5.653], [3.595, 3.628, 5.295], [4.704, 0.326, 5.376], [-1.361, -1.184, 0.072], [-0.011, 1.438, 2.205], [-2.098, -2.217, -7.346], [-2.791, -0.244, -1.652], [5.727, 1.506, 3.068], [-1.222, -1.671, -4.836], [-1.150, 0.163, -6.909], [3.662, -0.612, 5.340], [-3.451, -0.690, -4.618], [4.861, 2.987, 6.358], [5.513, 2.198, 3.878], [-3.270, 0.582, -2.151], [-5.370, -1.285, -3.194], [-1.127, -3.319, 0.083]],
  "mulliken_charge": [1.564, -1.887, 0.253, 0.324, -0.395, -1.641, -0.646, 0.431, 0.479, -0.291, -0.706, -0.611, -0.540, 0.427, 0.529, -0.694, 0.637, -0.897, 1.451, -1.867, 0.508, 0.254, 0.368, 0.386, -0.349, 0.356, -0.371, -0.569, 0.368, 0.233, 0.401, -0.631, 0.348, 1.431, 0.406, 0.408, 0.458, 0.495, 1.406, 0.505, -0.002, -0.043, 0.437, -0.720, 0.419, -0.837, -0.032, -0.199, 0.403, 0.128, 0.416, -0.979, 0.436, -0.530, -0.247, 0.505, -1.763, 0.544, -0.787, 0.517],
  "smiles": "CC(C)(CO)NS(=O)(=O)c1ccc2c(c1)C(=NO)c1cc(S(=O)(=O)NC(C)(C)CO)ccc1-2",
  "total_charge": 0,
  "relative_energy_ev": 3.032,
  "spin_multiplicity": 1
}


(3)
{
  "formula": "C21H27N5O3S",
  "method": "wB97M-V/def2-TZVPD",
  "symbols": ["C", "H", "H", "N", "H", "H", "H", "C", "C", "H", "H", "H", "H", "H", "C", "C", "N", "C", "H", "O", "H", "C", "C", "C", "H", "C", "H", "C", "H", "H", "C", "C", "O", "H", "H", "C", "H", "N", "C", "N", "O", "H", "C", "H", "C", "H", "C", "H", "S", "C", "C", "H", "N", "H", "C", "H", "H"],
  "positions_angstrom": [[-1.889, 0.392, -0.158], [4.375, -2.297, 2.672], [2.394, -1.586, 1.255], [-2.423, 1.478, -2.003], [5.063, 0.160, 1.603], [-0.484, -1.668, 0.752], [-6.214, -0.449, 3.035], [0.007, -1.137, -1.161], [-2.032, 0.156, 1.296], [1.320, -2.589, 2.232], [1.046, 1.650, 1.719], [-2.762, 1.965, 3.808], [-3.153, 1.845, 1.372], [-4.610, -1.735, 4.517], [-1.067, -0.106, -1.148], [1.393, 1.445, -2.288], [-2.745, 1.103, 1.921], [4.182, 0.446, -0.313], [-5.117, 1.708, 3.137], [0.724, -1.281, -2.142], [-5.028, -2.573, 3.022], [4.181, 0.477, 1.067], [3.090, -3.603, 1.534], [-0.872, 0.591, -3.649], [-0.496, -0.407, -3.868], [-4.518, -1.705, 3.433], [-4.960, -0.381, 1.800], [1.123, -2.885, 0.115], [5.042, 0.108, -0.870], [-3.466, -1.780, 3.170], [-1.460, 0.650, -2.301], [3.934, -3.287, 2.762], [-2.694, 1.336, -0.694], [4.735, -4.014, 2.875], [3.726, -3.599, 0.646], [1.909, 1.323, 1.163], [2.663, -4.604, 1.631], [0.904, 1.675, -1.103], [-5.133, -0.426, 2.878], [2.674, 0.979, -2.270], [-1.535, -0.805, 1.870], [-2.520, 0.205, 3.747], [1.893, 1.309, -0.227], [3.201, 0.690, -3.076], [1.967, -2.586, 1.352], [0.655, -3.872, 0.212], [3.027, 0.865, -0.952], [3.321, -3.308, 3.661], [0.568, 1.739, -3.798], [-3.082, 1.038, 3.323], [-4.585, 0.841, 3.537], [-4.770, 0.802, 4.612], [0.093, -1.890, -0.060], [1.742, -2.878, -0.786], [3.065, 0.906, 1.791], [-1.577, 0.940, -4.401], [3.111, 0.905, 2.870]],
  "mulliken_charge": [-0.113, 0.178, -0.463, -0.878, 0.486, 0.319, 0.363, 0.920, 0.441, 0.363, 0.503, 0.346, 0.267, 0.324, 1.186, -0.085, -0.030, -0.988, 0.328, -0.719, 0.346, -0.411, -0.488, -0.746, 0.318, -1.043, 0.206, -1.285, 0.417, 0.169, -0.036, -1.164, -0.235, 0.400, 0.319, -0.310, 0.332, -0.490, -0.238, 0.049, -0.896, 0.351, 0.700, 0.217, 0.533, 0.349, 0.607, 0.324, -0.259, -0.836, -0.740, 0.379, 0.059, 0.467, -0.964, 0.504, 0.349],
  "smiles": "CCCCNC(=O)c1onc(CSc2nc3ccccc3[nH]2)c1C(=O)NCCCC",
  "total_charge": 0,
  "relative_energy_ev": 0.649,
  "spin_multiplicity": 1
}


(4)
{
  "formula": "C21H27N7O3PdS2",
  "method": "wB97M-V/def2-TZVPD",
  "symbols": ["O", "C", "C", "C", "C", "H", "H", "Pd", "H", "H", "H", "C", "N", "C", "H", "N", "C", "C", "C", "N", "C", "S", "H", "H", "N", "H", "C", "C", "C", "H", "H", "C", "H", "C", "H", "S", "C", "H", "H", "H", "H", "C", "O", "H", "H", "H", "H", "N", "H", "N", "H", "H", "C", "C", "C", "C", "H", "H", "N", "H", "O"],
  "positions_angstrom": [[5.428, 0.481, 0.799], [3.667, -1.758, 1.656], [4.660, -3.617, 0.776], [2.560, 0.976, -1.659], [4.423, -0.525, -1.839], [-0.263, 1.735, 2.612], [-4.883, 0.104, -1.124], [1.229, -1.000, 1.016], [-2.787, 1.489, 2.710], [5.260, -1.023, -1.372], [0.335, -0.685, -1.544], [4.312, -4.379, 1.879], [4.377, -2.335, 0.654], [-3.352, -2.438, 0.368], [1.941, 1.650, -1.090], [2.701, -0.332, -5.118], [-4.931, -0.876, -1.601], [-0.895, 1.882, 1.748], [-2.277, 1.729, 1.784], [-2.752, -1.602, -0.650], [-0.724, -0.758, -1.781], [-3.270, 2.351, -2.082], [4.538, -5.433, 1.956], [-4.149, -3.020, -0.105], [-0.716, -1.485, 0.504], [-4.067, 1.771, 0.601], [-2.990, 1.879, 0.614], [4.112, -0.741, -3.173], [-3.914, -1.665, 1.559], [-3.562, -2.312, -2.459], [4.723, -1.409, -3.772], [-1.410, -1.297, -0.565], [-5.444, -0.739, -2.556], [-3.520, -1.383, -1.867], [-5.522, -1.568, -0.996], [3.992, 0.606, 0.649], [2.248, 0.764, -2.991], [5.205, -4.064, -0.055], [-1.267, -1.812, 1.287], [3.478, -4.153, 3.857], [-3.020, -0.618, -2.455], [-0.302, 2.182, 0.548], [-0.356, 2.586, -1.693], [-3.145, -1.035, 2.007], [-0.871, -1.433, -2.630], [1.380, 1.266, -3.405], [-4.292, -2.355, 2.318], [-1.005, 2.322, -0.605], [-2.608, -3.164, 0.713], [3.409, -2.387, 2.840], [2.896, -1.281, -5.403], [-4.726, -1.009, 1.245], [3.012, -0.112, -3.754], [-2.385, 2.174, -0.621], [3.711, -3.662, 2.912], [3.636, 0.323, -1.075], [0.765, 2.305, 0.445], [-1.089, 0.233, -2.067], [3.227, -0.472, 1.561], [1.736, -0.109, -5.318], [3.404, 1.893, 0.943]],
  "mulliken_charge": [-0.775, 0.534, -0.014, -0.212, -0.373, 0.444, 0.102, -0.292, 0.422, 0.443, -0.120, -0.759, -0.205, -1.568, 0.235, -0.679, -1.144, -0.781, -0.279, 0.575, -1.308, -0.471, 0.341, 0.510, -0.231, 0.420, -0.593, -0.737, -0.768, 0.285, 0.306, 1.070, 0.363, -0.503, 0.387, 1.437, -0.592, 0.361, 0.031, 0.376, 0.354, -0.286, -0.701, 0.096, 0.451, 0.345, 0.420, 0.521, 0.642, -0.559, 0.210, 0.262, 0.956, -0.155, -0.060, -0.315, 0.547, 0.251, -0.727, 0.264, -0.754],
  "total_charge": -2,
  "spin_multiplicity": 1
}


Number 1: gap between HOMO and LUMO 0.3028 Ha, E -1281.6192 a.u.. Number 2: gap between HOMO and LUMO 0.3089 Ha, E -2303.6917 a.u.. Number 3: gap between HOMO and LUMO 0.3112 Ha, E -1714.1529 a.u.. Number 4: gap between HOMO and LUMO 0.1856 Ha, E -2349.6937 a.u..